C4H6N2O | ωB97M-V/def2-TZVPD

```
13
Properties=species:S:1:pos:R:3:forces:R:3:lowdin_charge:R:1
O 1.507726 2.048967 0.549007 -0.632 0.928 -0.159 0.072
C 0.844511 1.114523 0.170854 -0.190 0.121 0.025 -0.567
N 1.335706 -0.137916 0.292978 -0.156 0.614 0.017 0.078
C 0.481153 -1.163372 -0.315585 0.244 0.101 0.108 -0.107
C -0.760587 -0.313666 -0.662975 0.196 -0.172 -0.031 -0.225
C -1.438859 0.420210 0.422950 -0.144 -0.074 0.201 -0.073
N -0.456554 1.107269 -0.433212 0.148 0.233 -0.076 0.056
H 2.261354 0.091059 0.680964 -0.117 -2.106 -0.318 0.168
H 0.237362 -1.987958 0.366567 0.134 0.214 -0.067 0.115
H 0.905841 -1.588383 -1.234225 0.023 0.131 0.208 0.113
H -1.305087 -0.542228 -1.579783 0.237 0.022 0.253 0.139
H -2.462464 0.763887 0.291988 0.214 -0.083 0.000 0.108
H -1.155225 0.195727 1.450198 0.042 0.071 -0.160 0.124
```
Forces are in eV/Å.

Output
* E_HOMO: -9.8 eV
* E_tot: -340.73395 Ha
* structure (SMILES): O=C1NC[C@H]2CN12
* relative energy (zero: lowest compared OMol25 entry of this formula, charge and spin): 38.3 kcal per mole
* E_LUMO: 0.90 eV